#A
The following is a quantum chemistry calculation of the molecule C5H14N2, from the Open Molecules 2025 dataset.

E_LUMO: 1.07 eV
SMILES: CNCCCCN
HOMO-LUMO gap: 9.683 eV
HOMO: -8.61 eV

The geometry in ORCA input format:
```
! RIJCOSX wB97M-V def2-TZVPD def2/J DEFGRID3
* xyz 0 1
C -2.10 -0.90 -1.04
C -0.65 -0.42 -1.20
C -0.11 0.64 -0.19
C 0.69 -0.04 0.93
N 1.96 0.73 1.26
C 3.19 -0.05 1.05
N -3.12 0.11 -0.78
H -2.35 -1.29 -2.04
H -2.30 -1.74 -0.38
H -0.09 -1.35 -1.11
H -0.36 -0.07 -2.20
H 0.27 1.50 -0.72
H -1.05 0.96 0.28
H 0.17 -0.01 1.89
H 1.06 -1.05 0.80
H 2.09 1.48 0.58
H 3.68 -0.03 0.06
H 3.99 0.33 1.70
H 2.97 -1.09 1.30
H -3.31 0.28 0.20
H -2.88 1.03 -1.14
*
```

#B
The following is a quantum chemistry calculation of a cluster of 2 separate species, C5H14N2 in total, from the Open Molecules 2025 dataset.

E_LUMO: 0.99 eV
SMILES: C/C=C\N.CNC
HOMO-LUMO gap: 8.004 eV
HOMO: -7.01 eV

The geometry in ORCA input format:
```
! RIJCOSX wB97M-V def2-TZVPD def2/J DEFGRID3
* xyz 0 1
C -1.48 1.16 -1.38
C -2.35 -0.66 -0.05
N -1.17 0.11 -0.42
H -0.43 -0.51 -0.85
H -0.57 1.72 -1.63
H -2.23 1.86 -0.99
H -1.84 0.72 -2.31
H -3.15 -0.03 0.35
H -2.09 -1.38 0.73
H -2.73 -1.21 -0.92
C 1.32 1.16 1.15
N 2.60 -1.18 -0.38
C 1.41 -1.26 0.34
C 0.75 -0.22 0.99
H 3.37 -1.74 -0.03
H 2.93 -0.25 -0.64
H 1.18 -2.28 0.65
H 0.08 -0.52 1.79
H 2.09 1.15 1.92
H 0.54 1.86 1.47
H 1.77 1.51 0.22
*
```

#C
The following is a quantum chemistry calculation of the molecule C5H14N2, from the Open Molecules 2025 dataset.

E_LUMO: 1.08 eV
SMILES: CN[C@@H](C)CCN
HOMO-LUMO gap: 9.626 eV
HOMO: -8.54 eV

The geometry in ORCA input format:
```
! RIJCOSX wB97M-V def2-TZVPD def2/J DEFGRID3
* xyz 0 1
C -1.90 -0.69 1.95
N -0.95 0.31 1.43
C -0.43 0.07 0.08
C 1.04 0.51 0.07
C 1.84 0.17 -1.17
N 2.39 -1.22 -1.19
C -1.18 0.81 -1.04
H -1.72 -1.64 1.47
H -1.83 -0.70 3.03
H -2.93 -0.44 1.64
H -1.30 1.23 1.55
H -0.47 -0.99 -0.16
H 1.07 1.59 0.25
H 1.56 0.12 0.95
H 1.35 0.25 -2.14
H 2.71 0.83 -1.26
H 1.69 -1.84 -0.80
H 3.19 -1.27 -0.56
H -2.26 0.82 -0.89
H -1.02 0.25 -1.97
H -0.85 1.82 -1.26
*
```

Most stable = #C

#A
The following is a quantum chemistry calculation of the molecule C5H14N2, from the Open Molecules 2025 dataset.

E_LUMO: 1.11 eV
SMILES: CCN(C)CCN
HOMO-LUMO gap: 9.896 eV
HOMO: -8.79 eV

The geometry in ORCA input format:
```
! RIJCOSX wB97M-V def2-TZVPD def2/J DEFGRID3
* xyz 0 1
N -2.68 1.62 -1.34
C -1.90 0.46 -0.88
C -0.56 0.81 -0.26
N 0.35 -0.33 -0.13
C 1.57 0.13 0.53
C 2.63 -0.96 0.63
C -0.25 -1.39 0.67
H -2.25 1.98 -2.19
H -2.57 2.37 -0.66
H -1.70 -0.18 -1.75
H -2.54 -0.13 -0.24
H -0.68 1.33 0.70
H -0.09 1.49 -0.98
H 1.96 0.93 -0.11
H 1.30 0.62 1.47
H 2.59 -1.60 -0.25
H 3.62 -0.52 0.72
H 2.47 -1.61 1.49
H -0.52 -1.05 1.68
H 0.43 -2.24 0.70
H -1.17 -1.75 0.18
*
```

#B
The following is a quantum chemistry calculation of the molecule C5H14N2, from the Open Molecules 2025 dataset.

E_LUMO: 1.08 eV
SMILES: CNCCN(C)C
HOMO-LUMO gap: 9.560 eV
HOMO: -8.48 eV

The geometry in ORCA input format:
```
! RIJCOSX wB97M-V def2-TZVPD def2/J DEFGRID3
* xyz 0 1
C -2.26 -1.58 -0.36
N -1.39 -0.34 -0.35
C -1.58 0.32 1.00
C 0.00 -0.78 -0.61
C 0.78 0.49 -0.92
N 2.22 0.50 -0.51
C 2.47 1.53 0.47
H -2.68 -1.58 -1.47
H -2.98 -1.60 0.50
H -1.54 -2.43 -0.33
H -1.42 -0.36 1.89
H -0.90 1.12 1.06
H -2.64 0.63 1.04
H 0.41 -1.29 0.32
H 0.08 -1.62 -1.36
H 0.26 1.40 -0.49
H 0.83 0.60 -2.02
H 2.56 -0.42 -0.23
H 2.25 2.50 0.12
H 1.97 1.30 1.51
H 3.57 1.62 0.76
*
```

Most stable = #A

#A
The following is a quantum chemistry calculation of the ion C3H2IN2 with charge +1, from the Open Molecules 2025 dataset.

E_LUMO (alpha / beta): -8.94 / -8.95 eV
HOMO-LUMO gap (alpha / beta): 6.213 / 6.212 eV
HOMO (alpha / beta): -15.16 / -15.16 eV

The geometry in ORCA input format:
```
! RIJCOSX wB97M-V def2-TZVPD def2/J DEFGRID3
* xyz 1 1
C -2.47 0.43 0.03
C -0.28 -0.68 0.09
C 0.66 0.33 -0.05
N -1.51 -0.36 -0.03
N -3.41 1.12 0.07
I 2.74 0.16 0.01
H -0.16 -1.68 0.23
H 0.48 1.43 -0.06
*
```

#B
The following is a quantum chemistry calculation of the ion C3H2IN2 with charge +1, from the Open Molecules 2025 dataset.

E_LUMO: -6.79 eV
SMILES: IC#[N+]C1=NC1
HOMO-LUMO gap: 7.909 eV
HOMO: -14.69 eV

The geometry in ORCA input format:
```
! RIJCOSX wB97M-V def2-TZVPD def2/J DEFGRID3
* xyz 1 1
C -0.48 0.31 0.79
C -1.04 -0.72 -1.15
C 0.94 0.52 0.61
N -1.19 -0.36 -0.05
N 0.00 0.87 1.83
I -1.37 -1.81 -2.78
H 1.70 -0.23 0.71
H 1.44 1.42 0.03
*
```

#C
The following is a quantum chemistry calculation of the ion C3H2IN2 with charge +1, from the Open Molecules 2025 dataset.

E_LUMO: -6.71 eV
SMILES: I/C=N\C1=[N+]=C1
HOMO-LUMO gap: 8.379 eV
HOMO: -15.09 eV

The geometry in ORCA input format:
```
! RIJCOSX wB97M-V def2-TZVPD def2/J DEFGRID3
* xyz 1 1
C 0.69 0.70 0.48
C -0.71 -1.06 0.72
C 0.75 0.79 -0.95
N 0.22 -0.28 1.13
N 1.52 1.51 -0.22
I -2.46 -0.43 -0.25
H -0.86 -2.05 1.16
H 0.86 0.83 -2.05
*
```

Most stable = #A